The following is a DFT calculation (the ωB97M-V functional and the def2-TZVPD basis) of 3 unconnected molecules or ions with the total composition C22H39BNO8 in a non-equilibrium geometry.

Element x y z (Å)
1 H -0.100747 -3.586013 -0.302249
2 C 5.024079 -0.813731 -1.091663
3 C -3.324226 5.381990 2.247620
4 O -1.312078 2.955309 0.808281
5 H -1.355616 2.644244 -1.252385
6 O -3.326814 3.754354 0.169459
7 C 4.025614 -1.768464 -3.485990
8 C 0.176242 -2.529134 -3.450739
9 C 4.853968 0.873725 1.141336
10 H -1.252705 -1.248757 0.409064
11 H 5.172680 -4.125922 -2.650156
12 H 1.904174 -3.881054 -3.614759
13 H -1.373995 -3.859668 -1.500036
14 C 1.669037 -2.826537 -3.793598
15 H -8.919121 8.148007 4.643739
16 H 2.692806 -5.759478 0.862902
17 H 0.285461 -4.354886 -1.852037
18 H 2.580692 -2.163920 -1.901991
19 H -5.731985 2.823403 4.241270
20 H 4.119904 -0.887865 -4.138595
21 H 6.540908 -0.235963 1.877256
22 H -0.113048 -1.678017 -4.061229
23 H -0.406872 1.495882 -0.306367
24 H 2.110895 -0.905821 -3.013861
25 C 4.093968 0.199519 -0.991171
26 H -0.432072 -3.400699 -3.727424
27 H -7.391576 2.690181 3.638959
28 O -9.025131 4.445624 4.789052
29 O -6.804755 4.543011 4.380162
30 C 5.823833 -0.096161 1.072393
31 C -0.320002 -3.588066 -1.371297
32 O -7.908342 6.392160 4.519228
33 H -2.373056 -2.384809 -0.445726
34 N -0.004189 -2.288491 -1.999563
35 H -4.248362 4.827119 2.404548
36 H 6.257551 -1.566800 -2.884539
37 C -1.324722 2.075887 -0.325521
38 O -2.236486 4.492075 2.008028
39 C -1.845156 -1.433466 -0.492080
40 H 6.464235 -3.539464 -1.616770
41 H 3.209331 1.794954 0.101969
42 H 3.392795 0.355714 -1.808247
43 C 5.901574 -0.914849 -0.019416
44 H -3.092522 5.939021 3.151874
45 H -3.437468 6.084185 1.422843
46 H -9.861958 6.817888 3.951174
47 C 2.568666 -1.903885 -2.962424
48 H 4.747079 1.525549 2.005335
49 H 3.855016 -6.670116 -0.203470
50 B 5.195227 -1.851162 -2.329318
51 H 2.695318 -3.957706 -0.484532
52 H 4.198680 -2.629311 -4.157202
53 C 5.390037 -3.424567 -1.830109
54 C 3.569321 -4.575291 -0.747953
55 H -7.071104 2.748543 5.397988
56 O -1.077866 -0.301745 -2.424289
57 H 1.817161 -2.563052 -4.844185
58 O 4.716546 -3.776327 -0.589008
59 C -2.382159 3.731505 0.916314
60 H 3.453411 -4.974449 -1.760315
61 H -9.541996 6.877369 5.709417
62 H 6.678183 -1.673867 -0.042654
63 H -2.169196 1.396182 -0.278692
64 H -2.606446 -0.656800 -0.499693
65 C -8.013604 5.063344 4.583323
66 C -9.138960 7.086475 4.719698
67 H 4.429934 -5.493828 1.000237
68 C -6.763457 3.114748 4.419988
69 C 3.990602 1.041371 0.097640
70 C -0.945860 -1.302007 -1.738727
71 C 3.628724 -5.727192 0.298883

Force components x, y, z for each atom (eV/Å):
H 0.1 0.0 -0.1
C 0.3 -0.8 -0.4
C -0.1 0.2 0.1
O 0.0 0.0 0.1
H -0.1 0.0 0.0
O 0.0 0.0 0.1
C -0.3 -0.5 0.1
C 1.5 -0.4 -0.5
C -0.2 1.0 1.1
H 0.0 -0.4 0.0
H -0.2 -0.1 0.3
H 0.1 0.0 -0.2
H 0.1 -0.1 -0.1
C -0.6 0.7 0.8
H 0.2 -0.1 0.0
H 0.0 -0.4 -0.1
H 0.1 0.1 0.2
H -0.1 -0.2 -0.1
H 0.0 0.2 0.0
H -0.1 0.0 0.1
H -0.1 0.1 0.1
H -0.2 0.2 0.5
H 0.1 0.1 0.2
H -0.1 -0.1 0.2
C -0.8 0.2 -0.9
H -0.2 0.2 -0.1
H -0.1 0.0 0.1
O 0.0 0.0 0.0
O 0.0 0.0 0.0
C 0.7 -0.2 0.7
C 0.4 0.1 0.3
O 0.0 0.0 0.0
H 0.3 -0.1 0.2
N -2.1 -0.7 -0.5
H 0.0 0.0 -0.1
H 0.2 0.0 -0.1
C 0.2 -0.2 -0.3
O 0.0 0.0 0.1
C 0.3 0.1 -0.1
H -0.2 -0.2 0.1
H 0.1 0.1 0.2
H 0.1 -0.1 0.0
C 0.4 -0.5 -0.1
H 0.2 -0.1 0.0
H -0.1 -0.1 -0.1
H 0.0 -0.1 0.1
C 0.5 0.6 -0.6
H 0.2 -0.1 0.1
H -0.1 -0.1 0.3
B -0.2 -0.1 -0.6
H -0.1 -0.1 -0.4
H 0.1 0.1 0.0
C 0.8 1.2 0.3
C 0.0 0.1 1.4
H -0.1 0.0 0.0
O 0.2 -0.3 -0.1
H 0.0 -0.4 0.0
O -0.1 -0.8 -0.9
C 0.1 -0.1 0.0
H 0.1 0.2 0.0
H -0.1 -0.1 -0.1
H 0.0 0.0 0.0
H -0.1 0.1 0.0
H 0.1 0.0 -0.4
C 0.1 0.0 0.0
C -0.2 0.2 0.0
H 0.0 0.0 0.0
C 0.1 -0.3 0.0
C -0.5 0.1 -0.4
C -0.4 0.7 0.5
C 0.0 0.5 -0.6

## Properties
**Orbital gap**: 6.19 eV
**LUMO level**: 0.0665 hartree
**Charge**: -1
**Highest occupied orbital energy**: -4.38 eV
**Energy**: -41993.4839 eV

Löwdin population analysis, charges in e, atoms 1 to 2: number 1, H, carries 0.09; number 2, C, carries -0.15



The following is a DFT calculation (the ωB97M-V functional and the def2-TZVPD basis) of a molecular structure, C33H51Br51N3O in a non-equilibrium geometry.

Element x y z (Å)
1 H 1.390854 2.226011 -5.696590
2 Br -9.363299 0.072835 1.065451
3 H 3.005988 -5.875171 -6.483318
4 H -1.170188 0.518912 -3.937710
5 Br 7.516225 9.140070 -3.114280
6 C -1.409503 -1.847025 -3.052455
7 Br -6.707755 -1.531086 0.301475
8 H 2.332652 -0.885834 11.242138
9 Br 2.462122 -7.030040 -4.373410
10 Br -2.409234 3.848998 6.117802
11 H -6.883800 1.563400 4.829366
12 C -1.736255 -0.555659 0.172287
13 Br 0.709024 0.943626 11.597610
14 Br -5.810167 3.018489 8.101793
15 H -0.072170 2.648341 -4.865315
16 H 3.535924 -0.213141 -0.635917
17 H 0.963469 0.541556 -3.338561
18 Br 0.320193 -6.991987 -10.013071
19 Br -3.507843 -1.004610 11.024652
20 Br -8.438436 -0.113241 -1.973860
21 C -0.611221 0.812616 2.022442
22 C 2.400314 -5.586202 -5.636714
23 C 4.841555 -2.273386 6.541185
24 H 1.811611 -0.097820 -0.601304
25 H -1.764600 -3.532552 -1.812126
26 H -0.854100 1.602107 2.735789
27 Br -1.141467 -4.098051 6.754364
28 C -3.615066 0.028882 9.405300
29 H 4.027571 3.021924 -11.897306
30 Br 6.151338 3.155180 -10.638645
31 H 2.060065 3.181030 -0.956603
32 H 2.038189 -1.034828 2.714963
33 Br -4.143423 -0.026212 -2.451625
34 Br -1.002552 5.995044 4.237262
35 H -1.698426 -0.948750 -2.514806
36 C 2.893275 1.431536 -3.847191
37 C 5.057820 3.010486 -12.221368
38 C 0.633116 1.831872 -5.010421
39 Br 4.632694 6.342881 -5.468350
40 H -6.168378 0.099593 -3.856217
41 C -1.315297 -9.543384 3.219504
42 C -1.254680 -2.018359 0.277695
43 H -0.092355 1.319027 1.199712
44 C 2.682925 1.424625 -1.566174
45 Br 2.289059 -1.011289 -7.952245
46 Br 1.759858 6.788663 13.559905
47 H -0.957045 -3.029663 4.535059
48 H -2.726249 -0.579430 -0.298715
49 H -0.215425 -3.621873 -2.653090
50 C -1.659719 -3.748650 4.933406
51 C -0.892284 -2.954083 -2.120818
52 C 1.801739 -0.244272 10.554587
53 H -0.766884 -2.158558 1.241297
54 Br 4.680391 -3.304130 8.156318
55 H 4.387246 1.103104 -2.413855
56 Br -1.218033 -8.063954 1.987189
57 Br 6.432398 3.715702 -5.403751
58 C -8.470882 -0.999499 -0.260119
59 H -0.419102 -2.196559 -4.966449
60 C -6.149698 0.940608 4.336429
61 C -1.900669 0.154533 1.522201
62 Br 4.509495 1.243472 -8.438199
63 Br -1.006261 -11.219392 2.326954
64 Br -2.592350 3.564735 2.928084
65 C -0.992301 -0.127920 -4.800731
66 Br -1.559218 -5.344323 3.859943
67 H -1.526972 -8.613512 -9.760863
68 H 6.353746 5.635476 -3.843772
69 H -2.296517 -2.255326 -3.537615
70 C -0.962361 -8.045285 -9.036712
71 H 1.168075 -1.077878 1.164342
72 Br 0.730356 -1.384732 9.427823
73 N 2.702659 0.305922 -0.879031
74 H -3.378423 5.355013 4.430196
75 C 1.557660 4.876511 13.491787
76 H 3.409103 0.496656 -6.362496
77 Br -5.812136 5.178301 5.745065
78 Br -6.766315 -0.879757 4.481932
79 Br 6.029210 -0.775420 6.769941
80 Br -8.457348 3.534049 6.408311
81 Br 7.303242 7.118522 -0.663850
82 Br 0.616262 -5.285455 -6.290170
83 H 9.231357 8.423454 -1.491564
84 C 1.367688 1.494045 -3.684835
85 H -9.049542 -1.902945 -0.382338
86 Br 3.116649 -1.713509 5.884008
87 H 3.186012 0.438573 -4.187960
88 Br 2.860067 4.062864 12.331232
89 Br -4.473000 1.199645 5.228857
90 H 5.277214 -2.916801 5.791693
91 Br -5.135802 -1.931812 -4.805764
92 H 1.908753 0.439145 1.701147
93 Br -2.236896 1.369752 9.313223
94 H -1.076996 -0.008794 -0.508557
95 Br -2.972517 -9.541945 4.193119
96 Br -6.050181 1.547819 2.510248
97 C -6.846010 4.310412 7.120730
98 H -0.001328 2.817806 -2.633493
99 C -5.143343 -0.143469 -4.095136
100 H 0.262284 -3.330344 -0.393693
101 C 8.454923 7.878198 -2.007956
102 H -2.100434 -2.700979 0.212981
103 C 1.065466 2.634975 -2.708630
104 C 3.785337 -0.051087 -7.212357
105 Br -2.213779 -6.933723 -8.084380
106 Br 5.351878 1.340834 -13.128695
107 Br 9.319864 6.512295 -3.054037
108 H 0.530131 -1.713161 -0.996905
109 Br -3.565320 -1.086554 7.840991
110 Br -0.102810 -9.303619 -7.862041
111 Br -3.411565 -2.954157 4.832590
112 H -1.907201 -0.367487 -5.331298
113 C -0.252493 -2.462491 -0.815553
114 C -2.472763 4.767266 4.432505
115 H 0.569622 -1.335208 -3.818208
116 H -0.489704 0.952888 -6.577460
117 H -2.650085 0.939664 1.412970
118 N 1.660949 2.336082 -1.357820
119 H -4.565043 0.543514 9.417513
120 H 3.186814 2.204294 -4.557769
121 Br -4.549116 1.147761 -5.395789
122 H 0.828018 -0.028926 -6.077288
123 C 0.032684 0.604792 -5.682472
124 Br 3.172102 -3.971064 -4.917451
125 Br -0.242082 4.370552 13.021687
126 H -2.196781 -0.557694 2.291612
127 H 1.569384 3.524321 -3.093217
128 H 1.741099 4.501058 14.487460
129 Br 5.135527 -1.256008 -6.563360
130 Br 3.123883 0.713847 9.535154
131 O 0.206751 -0.124911 2.722294
132 N 3.606028 1.743401 -2.550028
133 Br 5.306421 4.516254 -13.389748
134 H -0.520193 -9.410826 3.938327
135 C -0.459481 -1.438169 -4.181916
136 C 5.576271 5.087242 -4.360529
137 Br 4.428045 4.295709 -3.017994
138 C 1.394693 -0.464700 2.050620
139 H -7.142199 5.077221 7.821145

Force components x, y, z for each atom (eV/Å):
H -0.1 0.2 0.0
Br 0.0 -0.1 -0.1
H 0.0 0.0 0.0
H -0.7 0.2 -0.2
Br 0.0 -0.1 0.0
C 0.6 -0.9 -0.6
Br -0.1 0.0 0.0
H 0.0 0.0 0.0
Br 0.0 0.0 0.0
Br 0.3 0.0 0.0
H 0.0 0.0 0.0
C -0.7 -0.7 0.1
Br 0.1 0.0 0.0
Br 0.0 0.1 0.0
H -0.3 -0.2 0.1
H 0.0 -0.2 -0.7
H 0.1 0.1 0.4
Br 0.0 0.0 0.0
Br 0.0 0.1 0.0
Br 0.0 0.0 0.0
C -0.6 0.0 0.4
C -0.1 0.0 0.0
C 0.0 0.0 0.1
H 0.1 0.6 0.8
H 0.1 -0.3 0.0
H 0.0 -0.2 0.0
Br 0.0 0.0 0.0
C 0.0 0.0 -0.1
H 0.0 0.0 0.0
Br 0.1 0.1 -0.1
H 0.0 -0.1 0.2
H 0.0 0.0 0.1
Br -0.4 0.2 -0.1
Br 0.0 0.0 0.0
H 0.0 -0.2 0.2
C -0.4 0.4 -0.5
C 0.0 0.0 -0.1
C 1.3 -0.4 -0.3
Br 0.0 -0.1 0.1
H 0.0 0.0 0.0
C 0.0 -0.1 0.0
C 0.7 0.5 -0.6
H 0.3 -0.2 -0.1
C 0.8 0.6 -0.2
Br 0.2 -0.1 -0.2
Br 0.0 -0.1 0.0
H 0.0 0.0 0.0
H 0.2 0.1 -0.1
H 0.0 0.0 -0.1
C 0.0 0.0 0.1
C -0.3 0.7 0.3
C -0.1 -0.1 0.0
H -0.1 -0.1 0.1
Br 0.0 0.1 0.0
H 0.2 0.2 -0.6
Br 0.0 -0.1 -0.1
Br -0.1 0.0 0.0
C 0.0 0.0 0.1
H 0.1 -0.2 0.1
C 0.0 0.0 0.0
C 0.9 0.3 -0.4
Br -0.1 -0.2 0.1
Br 0.0 0.1 0.0
Br -0.1 0.2 0.1
C 1.6 -0.5 0.5
Br 0.0 0.2 0.1
H 0.0 0.0 0.0
H 0.0 0.0 0.0
H -0.3 0.3 0.0
C 0.1 0.0 0.0
H 0.1 -0.1 0.0
Br 0.0 0.0 0.0
N 0.0 0.2 0.3
H 0.0 0.0 0.0
C 0.0 0.0 0.0
H 0.0 0.0 0.0
Br -0.2 0.0 0.0
Br 0.0 0.0 -0.1
Br 0.0 0.0 0.0
Br 0.1 0.0 0.0
Br 0.0 0.0 -0.1
Br 0.1 0.0 0.0
H 0.0 0.0 0.0
C -0.5 1.0 0.0
H 0.0 0.0 0.0
Br 0.0 0.0 0.0
H 0.2 0.0 0.0
Br 0.0 0.1 0.0
Br -0.1 -0.1 -0.2
H 0.0 0.0 0.0
Br 0.0 0.1 0.0
H 0.2 0.0 0.2
Br -0.1 0.1 0.0
H 0.0 0.3 0.1
Br 0.0 0.0 0.0
Br 0.0 0.0 0.0
C 0.0 0.0 0.1
H 0.0 0.0 0.3
C 0.0 0.0 0.0
H 0.2 0.0 0.0
C 0.0 0.1 0.0
H -0.1 0.0 0.3
C 0.5 0.2 0.0
C -0.1 0.0 -0.1
Br 0.0 0.0 0.0
Br 0.0 0.1 0.0
Br -0.1 0.0 0.0
H -0.1 0.2 -0.1
Br 0.0 -0.1 0.2
Br 0.0 0.1 0.0
Br 0.0 0.1 -0.1
H -0.2 0.3 0.1
C -0.2 -0.8 0.3
C 0.0 0.0 0.0
H 0.0 0.1 0.0
H 0.1 0.1 -0.1
H -0.2 -0.1 0.2
N -1.1 -1.2 -0.9
H 0.0 0.0 0.0
H 0.2 -0.1 0.0
Br 0.0 0.0 0.0
H -0.1 -0.2 0.4
C -0.9 0.4 -0.5
Br 0.0 0.0 0.0
Br 0.1 0.0 0.0
H -0.4 0.1 0.0
H -0.3 0.2 -0.2
H 0.0 0.0 0.0
Br 0.1 0.1 0.1
Br 0.0 0.0 0.0
O 0.5 0.0 -0.2
N -0.7 -2.3 1.7
Br 0.0 -0.1 0.0
H 0.0 0.0 0.0
C -0.4 0.3 -0.1
C 0.0 0.3 0.0
Br 0.6 0.8 -0.4
C -0.4 0.2 -0.3
H 0.0 0.0 0.0

## Properties
**Orbital gap**: 7.23 eV
**LUMO level**: -0.1392 hartree
**Charge**: +1
**Highest occupied orbital energy**: -11.02 eV
**Energy**: -3613719.8769 eV

Löwdin population analysis, charges in e, atoms 1 to 2: number 1, H, carries 0.12; number 2, Br, carries 0.57